Entry 1:
21
Properties=species:S:1:pos:R:3:forces:R:3:mulliken_charge:R:1 method="wB97M-V/def2-TZVPD" e_tot_ev=-17730.4034 e_lumo_ev=-3.45 total_charge=+1
C 1.466 1.605 -0.391 -0.2 0.0 0.2 -1.235
C 1.066 0.833 0.865 0.1 0.1 -0.1 -0.479
C -0.112 -0.080 0.647 1.2 -2.0 -2.5 0.156
C -1.368 0.516 0.100 0.0 -0.1 0.0 -1.732
N -0.402 -0.903 1.862 -0.2 -0.1 0.4 -0.146
S 0.611 -1.690 -0.687 -0.7 1.9 2.1 0.059
C -0.426 -1.547 -2.139 -0.1 0.2 0.2 -0.745
H 0.717 2.346 -0.656 -0.1 0.1 -0.1 0.344
H 2.398 2.129 -0.210 0.1 0.1 0.0 0.384
H 1.614 0.929 -1.226 0.0 -0.1 -0.1 0.297
H 1.921 0.239 1.192 0.0 0.0 0.1 0.391
H 0.825 1.553 1.655 0.0 0.0 0.1 0.361
H -1.699 1.345 0.727 0.0 0.1 0.1 0.428
H -2.171 -0.217 0.038 -0.1 0.0 0.0 0.469
H -1.195 0.915 -0.895 0.0 0.0 0.0 0.412
H -0.973 -1.716 1.587 0.2 0.2 0.1 0.404
H 0.475 -1.251 2.270 -0.3 0.0 0.0 0.371
H -0.915 -0.359 2.575 0.2 -0.2 -0.2 0.372
H -0.220 -0.620 -2.665 -0.1 0.0 -0.1 0.264
H -1.477 -1.638 -1.886 -0.1 0.0 -0.1 0.260
H -0.135 -2.389 -2.763 0.0 0.0 -0.1 0.365

***

Entry 2:
20
Properties=species:S:1:pos:R:3:forces:R:3:mulliken_charge:R:1 method="wB97M-V/def2-TZVPD" e_tot_ev=-7459.0951 e_lumo_ev=0.71
C -0.639 -2.274 1.265 0.1 0.0 0.1 -1.229
C -0.675 -1.139 0.242 0.1 0.1 0.0 -0.305
C -1.717 -1.369 -0.850 -0.1 -0.1 0.0 -0.327
C -1.754 -0.234 -1.873 0.0 0.0 0.0 -1.200
H 0.122 -2.081 2.040 -0.3 -0.2 -0.3 0.337
H -0.397 -3.227 0.764 -0.1 0.3 0.3 0.310
H -1.622 -2.374 1.754 0.4 -0.1 -0.1 0.309
H -0.903 -0.186 0.757 0.2 -0.3 -0.2 0.289
H 0.320 -1.037 -0.231 -0.3 0.1 0.2 0.283
H -1.490 -2.322 -1.365 -0.2 0.3 0.2 0.298
H -2.713 -1.471 -0.377 0.4 -0.1 -0.2 0.299
H -0.770 -0.134 -2.363 -0.4 0.0 0.1 0.297
H -1.996 0.719 -1.372 0.1 -0.3 -0.3 0.298
H -2.514 -0.427 -2.648 0.3 0.2 0.3 0.341
C 3.065 2.959 0.946 0.2 0.1 0.1 -0.477
O 2.162 3.364 -0.078 -0.4 -0.8 0.0 -0.491
H 3.727 3.820 1.140 -0.3 -0.4 -0.1 0.215
H 3.686 2.101 0.637 -0.2 0.3 0.1 0.231
H 2.544 2.698 1.882 0.1 0.1 -0.3 0.230
H 1.564 2.611 -0.266 0.5 0.7 0.1 0.291